1.
{"formula": "C25H32FN2O3W", "method": "ωB97M-V/def2-TZVPD", "homo_ev": [-11.158, -11.040], "fmax_ev_per_a": 0.803, "energy_ev": -40104.8674, "homo_lumo_gap_ev": [7.39, 7.29], "total_charge": 1, "species": ["W", "C", "C", "C", "C", "C", "C", "C", "C", "C", "C", "C", "C", "N", "C", "C", "C", "C", "C", "C", "F", "H", "H", "H", "H", "H", "H", "H", "H", "H", "H", "H", "H", "H", "H", "H", "H", "H", "H", "H", "H", "H", "C", "C", "C", "O", "H", "H", "H", "H", "H", "H", "H", "O", "C", "C", "C", "C", "O", "N", "H", "H", "H", "H"], "xyz": [[0.36141, 0.94586, -0.47028], [-3.44917, 0.89067, 1.83728], [-2.20751, 1.78186, 1.92475], [-1.80723, 2.28178, 0.53272], [-1.06735, 1.13274, 2.68522], [-0.91045, 1.47538, 4.02506], [0.12156, 0.95158, 4.77949], [1.05712, 0.11920, 4.18533], [0.95173, -0.24676, 2.85047], [2.12787, -0.97207, 2.22011], [2.90483, 0.07474, 1.41594], [1.86441, -2.25117, 1.42449], [-0.15742, 0.22723, 2.12192], [-0.40556, -0.29672, 0.78098], [-1.16223, -1.49583, 0.69456], [-1.54790, -2.22005, 1.81881], [-2.27422, -3.39273, 1.68184], [-2.63027, -3.85699, 0.42341], [-2.27160, -3.13633, -0.70501], [-1.55511, -1.97127, -0.54891], [-1.23827, -1.24425, -1.64476], [-4.27214, 1.43674, 1.37382], [-3.77151, 0.57099, 2.82811], [-3.25753, -0.00170, 1.23984], [-2.47483, 2.65766, 2.51855], [-2.18505, 1.63752, -0.25630], [-0.69164, 2.46103, 0.47731], [-2.15802, 3.28967, 0.30774], [-1.61004, 2.16985, 4.47361], [0.22225, 1.22103, 5.82243], [1.89982, -0.24240, 4.76138], [2.77015, -1.25857, 3.05598], [2.20625, 0.73686, 0.87127], [3.58759, -0.36271, 0.68790], [3.44842, 0.76727, 2.05861], [1.42500, -2.07650, 0.44406], [1.20952, -2.92993, 1.96963], [2.81342, -2.76619, 1.26733], [-1.27741, -1.86592, 2.80429], [-2.56173, -3.94428, 2.56620], [-3.19285, -4.77410, 0.31893], [-2.53661, -3.45839, -1.70269], [0.15325, 2.68026, -3.95231], [-0.48578, 1.42603, -3.40227], [-1.90048, 1.19777, -3.87858], [-0.52270, 1.55656, -1.94903], [0.26828, 2.58491, -5.03315], [1.13458, 2.85511, -3.51204], [-0.47836, 3.54660, -3.75468], [0.12810, 0.54663, -3.61617], [-2.52756, 2.05013, -3.61372], [-2.32255, 0.29429, -3.44312], [-1.90928, 1.09390, -4.96425], [2.21577, 1.92145, -1.22142], [2.51237, 0.86932, -1.85806], [3.58768, 0.57868, -2.85157], [3.28444, -0.88095, -3.22468], [2.09031, -1.29766, -2.36177], [1.55794, -2.36356, -2.30694], [1.71271, -0.16270, -1.60652], [4.55934, 0.71898, -2.37538], [3.53519, 1.27921, -3.68494], [4.11205, -1.56319, -3.04125], [2.99701, -0.99658, -4.26962]], "nbo_charge": [1.75, -0.60, -0.26, -0.55, 0.03, -0.21, -0.16, -0.21, 0.03, -0.26, -0.51, -0.60, 0.03, -0.68, 0.05, -0.18, -0.22, -0.19, -0.25, 0.37, -0.32, 0.22, 0.23, 0.21, 0.23, 0.24, 0.15, 0.26, 0.23, 0.23, 0.23, 0.22, 0.13, 0.22, 0.24, 0.21, 0.22, 0.22, 0.23, 0.23, 0.23, 0.24, -0.63, 0.11, -0.63, -0.68, 0.23, 0.22, 0.23, 0.18, 0.22, 0.23, 0.23, -0.64, 0.71, -0.52, -0.51, 0.70, -0.51, -0.68, 0.27, 0.26, 0.26, 0.26]}

=====

2.
{"formula": "C25H32FO2Ru", "method": "ωB97M-V/def2-TZVPD", "homo_ev": [-6.177, -8.062], "multiplicity": 6, "de_lowest_kcal_mol": 0.0, "fmax_ev_per_a": 5.472, "energy_ev": -35829.5100, "homo_lumo_gap_ev": [6.82, 6.54], "total_charge": 0, "species": ["O", "C", "C", "H", "H", "C", "H", "H", "C", "H", "H", "H", "C", "H", "H", "H", "Ru", "C", "C", "C", "H", "C", "C", "H", "H", "H", "H", "C", "C", "C", "H", "C", "C", "H", "H", "H", "H", "O", "C", "C", "H", "H", "C", "H", "H", "C", "H", "H", "H", "H", "F", "C", "C", "C", "C", "C", "C", "H", "H", "H", "H"], "xyz": [[5.20632, -0.66306, 0.57967], [5.85590, -1.60381, 1.53634], [7.19325, -1.63372, 0.84093], [5.35408, -2.57949, 1.57302], [5.89362, -1.16813, 2.53403], [6.50953, -0.63693, -0.11734], [7.44516, -2.57277, 0.35357], [8.01349, -1.23058, 1.41613], [6.48030, -1.27461, -1.50272], [5.92968, -2.22748, -1.45590], [7.50848, -1.52764, -1.80921], [6.05416, -0.60682, -2.27291], [7.09915, 0.76761, -0.03097], [7.07379, 1.08198, 1.02323], [6.49797, 1.48602, -0.60572], [8.14709, 0.78981, -0.37723], [1.10961, 0.26196, 0.00321], [0.16409, 1.91829, 1.16193], [-0.50894, 1.20083, 2.21387], [0.43060, 0.44545, 2.91410], [-1.56996, 1.29050, 2.47336], [1.71280, 0.58916, 2.30003], [1.59839, 1.66542, 1.32620], [2.41035, 2.29005, 0.95841], [-0.28130, 2.70902, 0.56906], [0.23398, -0.08600, 3.84610], [2.63725, 0.09485, 2.59766], [0.29292, 0.93831, -1.85967], [1.55402, 1.57350, -1.52942], [2.59022, 0.59063, -1.72615], [1.69220, 2.62742, -1.30005], [1.98422, -0.57207, -2.33257], [0.59470, -0.33565, -2.45865], [-0.15728, -0.98091, -2.92364], [-0.69217, 1.39065, -1.79825], [3.64710, 0.74186, -1.50833], [2.51824, -1.47252, -2.62414], [4.04323, -4.01240, -0.30718], [3.28274, -2.79210, -0.41532], [2.92116, -2.35163, 1.01220], [2.38491, -2.96129, -1.05345], [3.88202, -2.01465, -0.93243], [3.00423, -3.61221, 1.86177], [1.96206, -1.80476, 1.06843], [3.67849, -1.64564, 1.34066], [3.54469, -4.68713, 0.88161], [2.02956, -3.87771, 2.29511], [3.70736, -3.48019, 2.68736], [2.71967, -5.39159, 0.63085], [4.37625, -5.27041, 1.32293], [-3.38869, -4.10453, 0.67491], [-2.37234, -3.19983, 0.51403], [-1.05336, -3.60763, 0.71420], [-0.04859, -2.69441, 0.36201], [-0.36114, -1.36960, 0.07348], [-1.68090, -1.01115, -0.16253], [-2.72508, -1.92390, 0.09679], [-0.81226, -4.61243, 1.05933], [0.97388, -3.08231, 0.30183], [-1.89961, -0.01413, -0.54704], [-3.75252, -1.61967, -0.06697]], "mulliken_spin": [0.01, 0.00, 0.00, 0.00, 0.00, 0.00, 0.00, 0.00, 0.00, 0.00, 0.00, 0.00, 0.00, 0.00, 0.00, 0.00, 3.31, 0.08, 0.19, 0.22, 0.00, 0.23, 0.00, 0.03, 0.00, 0.00, -0.02, 0.06, -0.04, 0.27, 0.01, 0.13, 0.29, 0.00, -0.02, 0.07, -0.01, 0.00, 0.03, 0.21, -0.01, -0.01, 0.02, -0.11, -0.11, 0.00, 0.00, 0.00, 0.00, 0.00, 0.00, -0.01, 0.03, -0.15, 0.42, -0.12, 0.01, 0.00, -0.03, 0.01, 0.00]}

=====

3.
{"formula": "C25H32NO2Ti", "method": "ωB97M-V/def2-TZVPD", "homo_ev": [-6.727, -7.301], "multiplicity": 2, "fmax_ev_per_a": 2.964, "energy_ev": -55146.0576, "homo_lumo_gap_ev": [7.29, 7.86], "total_charge": 0, "species": ["C", "C", "C", "H", "C", "C", "H", "C", "C", "C", "H", "C", "C", "H", "H", "H", "H", "H", "H", "Ti", "C", "C", "C", "H", "H", "H", "H", "H", "H", "C", "C", "H", "H", "O", "N", "C", "H", "C", "C", "H", "C", "H", "C", "H", "C", "H", "C", "H", "H", "H", "C", "C", "C", "O", "H", "H", "H", "H", "H", "H", "H"], "xyz": [[0.25086, -2.52157, 0.17187], [-0.70228, -2.08709, -0.80710], [-0.01593, -1.31149, -1.80241], [-1.77218, -2.32265, -0.86007], [1.35699, -1.27703, -1.43307], [1.54596, -2.03326, -0.23637], [2.14913, -0.79302, -2.03824], [-1.09667, 0.10578, 2.33641], [-1.93931, -0.53015, 1.37349], [-2.19138, 0.41820, 0.31401], [-2.34833, -1.53976, 1.43660], [-1.51502, 1.64730, 0.61989], [-0.83019, 1.43691, 1.85948], [-0.43405, -0.90314, -2.71854], [2.49884, -2.21269, 0.24001], [0.04186, -3.10069, 1.08161], [-0.27907, 2.22344, 2.37262], [-2.85197, 0.28454, -0.54626], [-0.72395, -0.33903, 3.26954], [0.11835, -0.31230, 0.43202], [-1.69285, 3.00883, -0.06783], [-2.19015, 4.00300, 1.01496], [-2.76773, 2.95574, -1.15956], [-3.13015, 3.65519, 1.47074], [-2.38042, 4.99255, 0.56854], [-1.44902, 4.13422, 1.82018], [-3.73820, 2.66277, -0.73226], [-2.49671, 2.25277, -1.95542], [-2.88943, 3.95302, -1.60740], [-0.35899, 3.56581, -0.66826], [0.27032, 2.85735, -1.82877], [0.35797, 3.64043, 0.14591], [-0.57041, 4.59325, -0.96996], [0.59609, 1.65447, -1.80761], [0.56556, 3.47911, -2.98231], [1.41999, 2.69348, -3.87921], [0.53631, 4.49762, -3.10184], [0.67290, 1.58453, -4.61590], [1.29449, 0.37984, -4.98358], [2.33444, 0.19940, -4.68847], [0.60824, -0.57540, -5.74200], [1.10279, -1.50415, -6.03306], [-0.71422, -0.33493, -6.14154], [-1.25186, -1.07442, -6.74326], [-1.34359, 0.85335, -5.75913], [-2.37302, 1.05736, -6.05568], [-0.65036, 1.80201, -4.99499], [-1.13098, 2.73987, -4.70096], [2.17215, 2.18275, -3.25792], [1.91595, 3.37639, -4.58502], [2.29092, 1.44281, 3.23241], [2.58045, 0.28438, 2.31211], [2.60936, -1.07572, 2.99785], [1.59583, 0.23700, 1.25585], [1.33752, 1.31051, 3.74849], [2.23972, 2.37349, 2.66659], [3.08179, 1.52234, 3.98219], [3.55847, 0.45305, 1.84078], [1.59259, -1.43600, 3.23916], [3.07563, -1.82253, 2.33590], [3.18774, -1.00322, 3.93019]], "mulliken_spin": [0.02, -0.04, 0.04, 0.00, -0.02, 0.01, 0.00, 0.02, -0.02, -0.04, 0.00, 0.09, -0.05, 0.01, 0.00, 0.00, 0.00, 0.00, 0.00, 0.92, 0.02, 0.00, 0.00, 0.00, 0.00, 0.00, 0.00, 0.00, 0.00, 0.00, 0.01, 0.00, 0.00, 0.04, 0.00, 0.01, 0.00, 0.00, 0.00, 0.00, 0.00, 0.00, 0.00, 0.00, 0.00, 0.00, 0.00, 0.00, 0.00, 0.00, 0.00, 0.00, 0.02, -0.02, 0.00, 0.00, 0.00, 0.00, 0.00, 0.00, 0.00]}

=====

What is the formula in the third record?
C25H32NO2Ti